*one*
Computed, not measured: the molecule C5H9N3, with wB97M-V/def2-TZVPD.

Last column: Mulliken charge in e.
CARTESIAN COORDINATES (ANGSTROEM)
H  -1.5651  1.6848  -0.9057  0.250
N  -1.2402  0.9954  -1.5484  -0.836
C  -0.5732  0.0518  -0.9606  0.450
N  -0.4753  -1.1547  -1.5777  -0.415
C  0.0870  0.2392  0.4769  1.833
C  -0.9649  -0.2091  1.4411  -1.437
C  0.3691  1.6573  0.7189  -1.772
C  1.2887  -0.6152  0.6410  -0.357
N  2.1572  -1.4104  0.7643  -0.504
H  0.2561  -1.8212  -1.2513  0.248
H  -0.7434  -1.1130  -2.5652  0.300
H  -0.6250  -0.0502  2.4749  0.405
H  -1.2610  -1.2756  1.3793  0.353
H  -1.8563  0.4331  1.2931  0.336
H  0.9199  1.8964  1.6187  0.441
H  -0.4942  2.3995  0.7162  0.358
H  1.0369  2.0894  -0.1303  0.346

Summary:
multiplicity: 1
Kohn-Sham gap: 10.1 eV
net charge: 0
HOMO: -9.365 eV

---

*two*
Computed, not measured: the molecule C5H9N3, with wB97M-V/def2-TZVPD.

Last column: Mulliken charge in e.
CARTESIAN COORDINATES (ANGSTROEM)
H  0.0318  -2.2265  -0.4870  0.222
N  0.0598  -1.4769  -1.1708  -0.762
C  -0.2590  -0.3889  -0.5173  0.625
C  -0.5427  -0.2420  0.9598  -0.180
C  -1.4353  -1.1875  1.6910  -0.338
N  -0.1325  -1.0831  2.1398  -0.559
N  -0.0923  0.8837  -1.1221  -0.241
C  0.9568  1.2943  -2.0666  -0.316
C  0.9944  1.7172  -0.5982  -0.515
H  -0.7491  0.7979  1.2055  0.386
H  -2.1721  -0.7424  2.3905  0.215
H  -1.9141  -2.1832  1.2441  0.184
H  0.3610  -1.9082  1.8512  0.291
H  1.7002  0.5319  -2.4236  0.233
H  0.6648  1.9935  -2.8175  0.242
H  1.8171  1.4652  0.1018  0.264
H  0.7111  2.7551  -0.3806  0.251

Summary:
multiplicity: 1
Kohn-Sham gap: 10.3 eV
net charge: 0
HOMO: -9.243 eV

---

Q: What are the energies relative to the best structure? A: *one* 0.0; *two* 63.8, in kcal/mol.

---

*one*
Computed, not measured: C5H9N3 as an isolated structure, with wB97M-V/def2-TZVPD.

Last column: Mulliken charge in e.
CARTESIAN COORDINATES (ANGSTROEM)
C  2.1286  0.9071  0.2524  -0.839
C  -1.6229  1.4720  -0.2196  -1.162
N  1.0028  0.3362  -0.4882  -0.246
C  -0.8329  0.2385  -0.1965  0.016
C  -0.7559  -1.0253  0.1329  0.712
N  -1.6098  -2.0961  0.1392  -0.556
C  0.7530  -1.3754  -0.0793  0.074
N  1.4641  -2.2789  0.2236  -0.719
H  1.1959  0.2743  -1.4869  0.294
H  -1.0928  -2.9701  0.2293  0.325
H  -2.3609  -2.0380  0.8141  0.254
H  2.3541  1.8994  -0.1448  0.304
H  3.0263  0.2900  0.1733  0.359
H  1.8697  0.9783  1.3099  0.277
H  -1.5066  2.0094  -1.1658  0.291
H  -1.3289  2.1502  0.5875  0.263
H  -2.6838  1.2285  -0.0812  0.355

Summary:
multiplicity: 1
Kohn-Sham gap: 8.3 eV
net charge: 0
HOMO: -7.678 eV

---

*two*
Computed, not measured: a 2-piece molecular cluster, C5H9N3 overall, with wB97M-V/def2-TZVPD.

Last column: Mulliken charge in e.
CARTESIAN COORDINATES (ANGSTROEM)
C  1.3500  -0.2279  -0.0401  -1.080
C  0.6450  0.8441  -0.8571  -0.577
C  -1.0768  1.8756  0.4685  0.034
C  -1.2309  -0.8653  0.5262  0.044
C  0.8503  -1.6400  -0.4781  -0.459
H  2.3374  -0.3520  -0.5583  0.306
H  1.4131  0.1545  0.8239  0.734
H  -0.1032  0.2326  -1.4098  0.447
H  1.1928  1.2381  -1.8065  0.333
H  -1.6955  2.8493  0.6005  0.319
H  -2.1490  0.5481  1.5984  0.294
H  -1.9480  -1.4368  1.7062  0.136
H  1.1608  -2.1882  0.5606  0.256
H  1.1871  -1.8546  -1.4401  0.456
N  0.0063  1.9839  -0.2807  -0.527
N  -1.3479  0.5284  0.8822  -0.201
N  -0.5915  -1.6898  -0.2960  -0.516

Summary:
multiplicity: 1
Kohn-Sham gap: 8.2 eV
net charge: 0
HOMO: -8.148 eV

---

*three*
Computed, not measured: C5H9N3 as an isolated structure, with wB97M-V/def2-TZVPD.

Last column: Mulliken charge in e.
CARTESIAN COORDINATES (ANGSTROEM)
C  -2.1483  -0.4148  0.4553  -0.555
C  -0.0581  -0.2867  -0.2956  0.283
C  0.6932  -0.4744  1.0742  -0.673
C  1.4591  -0.6178  -0.8614  -0.640
C  -0.1852  1.2194  -0.2357  0.424
H  -1.5984  -0.2510  1.4773  0.188
H  -2.4002  0.6511  -0.0149  0.275
H  -3.0088  -1.3827  0.6476  0.299
H  -1.0991  -2.0260  -0.7354  0.288
H  0.8302  -1.5514  1.3378  0.313
H  0.2609  0.2786  1.8262  0.396
H  3.2024  0.1160  0.7823  0.306
H  1.7507  0.2494  -1.5890  0.308
H  1.7358  -1.7254  -1.1716  0.282
N  -1.1734  -1.0525  -0.7175  -0.483
N  1.9107  0.0485  0.4573  -0.468
N  -0.4856  2.3022  -0.2228  -0.543

Summary:
multiplicity: 1
Kohn-Sham gap: 9.8 eV
net charge: 0
HOMO: -9.117 eV

---

*four*
Computed, not measured: the molecule C5H9N3, with wB97M-V/def2-TZVPD.

Last column: Mulliken charge in e.
CARTESIAN COORDINATES (ANGSTROEM)
H  1.6775  0.9448  -2.9917  0.235
N  1.9517  0.2384  -2.1695  -0.724
C  1.0444  0.1293  -1.3491  0.370
C  -0.3563  0.4760  -1.4599  -0.491
C  -0.9864  0.1178  -0.2734  0.153
N  -2.3684  0.0658  0.2583  -0.514
C  0.1816  -0.6447  0.5718  -0.169
C  0.4873  0.1844  1.9583  -0.996
N  1.4544  -0.5096  -0.1097  -0.284
H  -0.8892  1.1842  -2.2032  0.233
H  -2.3239  -0.7826  0.7497  0.242
H  -3.1995  0.1259  -0.3261  0.259
H  -0.1304  -1.6358  0.6811  0.516
H  0.4420  1.3617  1.5782  0.223
H  -0.4667  0.0277  2.5467  0.297
H  1.4281  -0.0285  2.4593  0.388
H  2.0538  -1.2547  0.0792  0.260

Summary:
multiplicity: 1
Kohn-Sham gap: 9.1 eV
net charge: 0
HOMO: -8.372 eV

---

Q: What are the energies relative to the best structure? A: *one* 35.2; *two* 94.4; *three* 90.6; *four* 0.0, in kcal/mol.

---

*one*
Computed, not measured: a 2-piece molecular cluster, C4H12S overall, with wB97M-V/def2-TZVPD.

Last column: Mulliken charge in e.
CARTESIAN COORDINATES (ANGSTROEM)
C  -1.7030  1.7219  -1.8327  -0.922
S  -0.6716  0.4628  -1.1830  0.017
C  -1.0211  -1.0631  -2.0607  -0.852
H  -1.8404  1.7260  -2.9549  0.265
H  -2.6989  1.6233  -1.4333  0.293
H  -1.4436  2.6742  -1.4531  0.307
H  -2.0263  -1.4211  -1.7742  0.284
H  -0.1663  -1.6632  -2.0605  0.325
H  -1.2738  -0.8090  -3.1287  0.275
C  0.8388  -0.4594  2.5360  -0.778
C  2.3309  -0.3177  1.9347  -0.742
H  0.1693  -0.6207  1.7949  0.205
H  0.8920  -1.5250  2.9219  0.240
H  0.5799  0.1883  3.2716  0.327
H  2.3423  -0.4492  0.8273  0.222
H  2.6249  0.7663  2.0862  0.210
H  3.0668  -0.8344  2.5085  0.324

Summary:
multiplicity: 1
Kohn-Sham gap: 9.4 eV
net charge: 0
HOMO: -8.373 eV

---

*two*
Computed, not measured: a 2-piece molecular cluster, C4H12S overall, with wB97M-V/def2-TZVPD.

Last column: Mulliken charge in e.
CARTESIAN COORDINATES (ANGSTROEM)
C  2.1589  -1.4329  -0.5679  -0.805
S  1.0043  -1.9025  0.8362  -0.078
C  1.9692  -2.3384  2.3445  -0.862
H  1.6487  -0.5970  -1.1149  0.241
H  3.0175  -1.1607  -0.3225  0.373
H  2.3254  -2.3488  -1.3308  0.231
H  2.7533  -2.8936  2.0054  0.313
H  1.4814  -3.0165  2.9798  0.347
H  2.3832  -1.3652  2.7657  0.239
C  -2.7289  1.7743  -0.3865  -0.693
C  -2.0607  2.4920  -1.5446  -1.030
H  -3.6381  1.5511  -0.7727  0.285
H  -2.2706  0.7301  -0.0732  0.169
H  -2.7610  2.2962  0.5957  0.262
H  -1.9544  2.2185  -2.5278  0.411
H  -2.3217  3.5050  -1.5827  0.336
H  -1.0064  2.4884  -1.3036  0.262

Summary:
multiplicity: 1
Kohn-Sham gap: 9.4 eV
net charge: 0
HOMO: -8.464 eV

---

*three*
Computed, not measured: a 2-piece molecular cluster, C4H12S overall, with wB97M-V/def2-TZVPD.

Last column: Mulliken charge in e.
CARTESIAN COORDINATES (ANGSTROEM)
C  -0.0159  -1.6565  -1.2909  -0.960
C  -0.2996  -0.1266  -1.2454  -0.227
S  1.1478  0.8981  -1.3893  -0.209
H  0.8195  -1.9134  -1.9361  0.359
H  -0.8529  -2.1885  -1.7571  0.259
H  0.1263  -1.9878  -0.2658  0.226
H  -0.9514  0.1108  -2.0755  0.277
H  -0.9601  -0.0481  -0.3936  0.110
H  1.6159  1.0943  -0.1490  0.107
C  -1.0266  -0.7567  2.4439  -0.601
C  -0.8880  0.7907  2.3914  -0.814
H  -0.7126  -1.3836  1.6190  0.052
H  -0.5053  -1.0899  3.3453  0.324
H  -2.0744  -0.9519  2.6414  0.267
H  -1.6991  1.0915  3.0204  0.347
H  0.1203  1.1023  2.6433  0.235
H  -1.2404  1.1728  1.4290  0.249

Summary:
multiplicity: 1
Kohn-Sham gap: 10.0 eV
net charge: 0
HOMO: -9.008 eV

---

Q: What are the energies relative to the best structure? A: *one* 16.1; *two* 39.0; *three* 0.0, in kcal/mol.

---

*one*
Computed, not measured: C7H17N as an isolated structure, with wB97M-V/def2-TZVPD.

Last column: Mulliken charge in e.
CARTESIAN COORDINATES (ANGSTROEM)
C  -0.3163  -0.0348  2.0322  -1.211
C  -1.3732  0.0737  0.8226  0.597
C  -2.0922  -1.2210  0.4941  -1.407
N  -1.0859  0.9856  -0.3328  -0.718
C  -0.0571  0.1454  -0.6153  -0.550
C  1.3018  0.5585  -0.7539  0.974
C  2.1471  -0.6801  -0.8596  -1.408
C  1.7939  1.6671  0.2658  -1.230
H  -0.8997  -0.4848  2.9283  0.393
H  0.4248  -0.8193  1.7182  0.196
H  0.0078  0.9936  2.3454  0.337
H  -2.1712  0.6095  1.3889  0.391
H  -2.8573  -1.0478  -0.2946  0.328
H  -2.6615  -1.7071  1.3440  0.373
H  -1.4486  -2.1054  0.2464  0.330
H  -0.2396  -0.9071  -1.0750  0.268
H  -2.0310  -0.3464  -3.2781  -0.146
H  -2.6304  0.1927  -3.4169  0.149
H  1.3539  1.1431  -1.7929  0.278
H  1.9342  -1.0676  0.1111  0.326
H  3.1370  -0.2023  -0.9252  0.389
H  1.8700  -1.2791  -1.7345  0.396
H  0.8352  1.9236  0.8272  0.293
H  2.4348  2.3986  -0.2900  0.350
H  2.6234  1.2112  0.8447  0.304

Summary:
multiplicity: 1
Kohn-Sham gap: 8.3 eV
net charge: 0
HOMO: -8.088 eV

---

*two*
Computed, not measured: the molecule C7H17N, with wB97M-V/def2-TZVPD.

Last column: Mulliken charge in e.
CARTESIAN COORDINATES (ANGSTROEM)
C  3.3023  -0.6236  1.2045  -1.171
C  2.4537  0.6151  0.8148  -0.238
N  1.5351  0.0706  -0.2184  -0.449
C  0.4227  1.0063  -0.4543  -0.595
C  -0.8202  0.4066  -1.1228  -1.061
C  -1.7004  -0.4241  -0.1670  1.056
C  -2.5379  0.4612  0.7127  -1.530
C  -2.5783  -1.3633  -1.0090  -1.642
H  2.9185  -1.2096  2.0418  0.291
H  3.3609  -1.2400  0.3070  0.337
H  4.3044  -0.2959  1.4814  0.362
H  1.8573  0.9931  1.6441  0.318
H  3.0465  1.3971  0.3340  0.283
H  1.1307  -0.7988  0.1070  0.283
H  0.7601  1.8175  -1.1127  0.304
H  0.0838  1.4273  0.4920  0.340
H  -1.4120  1.2224  -1.5731  0.449
H  -0.4306  -0.2542  -1.9132  0.310
H  -0.9747  -1.1434  0.2632  0.115
H  -2.0425  0.6001  1.6904  0.322
H  -3.4873  0.0151  0.9950  0.480
H  -2.8332  1.3728  0.1739  0.307
H  -3.0149  -2.2163  -0.4554  0.360
H  -1.9816  -1.8059  -1.8118  0.413
H  -3.4373  -0.8065  -1.4003  0.358

Summary:
multiplicity: 1
Kohn-Sham gap: 10.0 eV
net charge: 0
HOMO: -8.906 eV

---

*three*
Computed, not measured: a 2-piece molecular cluster, C7H17N overall, with wB97M-V/def2-TZVPD.

Last column: Mulliken charge in e.
CARTESIAN COORDINATES (ANGSTROEM)
C  -0.1352  -2.1467  1.0491  -0.987
C  -0.5394  -0.8729  1.1245  0.871
C  -1.9979  -0.5214  0.9591  -1.329
C  0.1684  0.1214  2.2993  -1.316
H  -0.7936  -2.9405  0.7320  0.276
H  0.8835  -2.4348  1.2572  0.291
H  -2.5399  -0.6234  1.8978  0.372
H  -2.0904  0.5144  0.6202  0.279
H  -2.4713  -1.1625  0.2100  0.358
H  -0.0128  1.1820  2.1384  0.340
H  -0.3291  -0.1558  3.2273  0.397
H  1.2266  -0.1249  2.3655  0.339
C  1.7417  -0.1271  -1.7192  -1.692
C  0.4587  0.5407  -1.2690  1.770
C  0.6520  1.9008  -0.6481  -1.486
N  -0.5057  0.5654  -2.3196  -0.686
H  2.4798  -0.1193  -0.9201  0.338
H  1.5466  -1.1600  -2.0132  0.341
H  2.1648  0.3964  -2.5784  0.459
H  0.0587  -0.1611  -0.2740  -0.423
H  1.2214  2.5494  -1.3110  0.406
H  -0.2963  2.3883  -0.4068  0.324
H  1.1716  1.7660  0.3184  0.252
H  -1.3842  0.9787  -2.0309  0.263
H  -0.6780  -0.3534  -2.7086  0.243

Summary:
multiplicity: 1
Kohn-Sham gap: 8.6 eV
net charge: 0
HOMO: -7.794 eV

---

*four*
Computed, not measured: C7H17N as an isolated structure, with wB97M-V/def2-TZVPD.

Last column: Mulliken charge in e.
CARTESIAN COORDINATES (ANGSTROEM)
C  -2.4839  -0.5650  -0.8503  -0.485
C  -3.0049  -0.0844  0.5148  -0.698
C  -3.0982  1.4330  0.5574  -1.127
C  -0.9330  -0.6715  -0.8261  0.136
N  -0.1973  -1.0826  0.1452  -0.675
C  3.0851  -0.7971  -0.7286  -1.017
C  3.6412  0.1560  0.3219  -0.255
C  2.5812  1.1232  0.8185  -0.946
H  -2.9244  -1.5079  -1.1704  0.377
H  -2.6535  0.2063  -1.6052  0.285
H  -2.3108  -0.5025  1.2392  0.445
H  -3.9918  -0.4653  0.7858  0.350
H  -3.7101  1.8185  -0.2556  0.321
H  -3.4741  1.7989  1.5106  0.350
H  -2.1061  1.8823  0.4176  0.278
H  -0.5102  -0.4751  -1.8401  0.394
H  -0.4473  0.1627  -0.0632  0.036
H  2.2594  -1.3293  -0.2669  0.293
H  3.8219  -1.5040  -1.0939  0.349
H  2.6290  -0.2230  -1.5438  0.228
H  3.8412  -0.4667  1.1991  0.211
H  4.5892  0.5823  0.0098  0.332
H  1.7077  0.5184  1.0562  0.162
H  2.9106  1.5863  1.7497  0.340
H  2.2939  1.9192  0.1252  0.316

Summary:
multiplicity: 1
Kohn-Sham gap: 9.0 eV
net charge: 0
HOMO: -8.305 eV

---

Q: What are the energies relative to the best structure? A: *one* 119.3; *two* 0.0; *three* 32.6; *four* 78.6, in kcal/mol.